ORCA calculation (ωB97M-V/def2-TZVPD) on a cluster of 2 separate species, C5H15NO in total in a non-equilibrium geometry.

Geometry as ORCA input:
```
! wB97M-V def2-TZVPD RIJCOSX def2/J DEFGRID3
* xyz 0 1
N -0.01 -0.13 -0.97
C 1.27 -0.39 -1.65
C -1.57 1.82 -0.49
C -0.05 -2.20 0.31
C -0.17 1.32 -0.79
C 0.07 -0.66 0.43
H 1.43 -1.47 -1.77
H 2.11 0.03 -1.06
H 1.27 0.08 -2.65
H -1.93 1.52 0.51
H -2.32 1.50 -1.24
H -1.48 2.92 -0.52
H 0.89 -2.67 -0.02
H -0.87 -2.58 -0.33
H -0.25 -2.49 1.35
H 0.20 1.84 -1.69
H 0.43 1.67 0.07
H 1.01 -0.46 0.99
H -0.77 -0.26 1.03
O -0.06 -0.02 2.71
H 0.03 0.49 3.55
H 0.77 0.16 2.22
*
```

Summary:
lowest unoccupied orbital energy = 0.73 eV
gap between HOMO and LUMO = 0.3491 Eh
total energy = -329.43347 Eh
SMILES string = CCN(C)CC.O
relative energy (zero: lowest compared OMol25 entry of this formula, charge and spin) = 194.6 kJ/mol
maximum force = 0.07691 Eh/bohr

ORCA calculation (ωB97M-V/def2-TZVPD) on a cluster of 2 separate species, C5H15NO in total in a non-equilibrium geometry.

Geometry as ORCA input:
```
! wB97M-V def2-TZVPD RIJCOSX def2/J DEFGRID3
* xyz 0 1
C 0.89 -1.31 1.98
C 0.79 -1.06 0.48
N -0.48 -0.47 0.06
C -1.52 1.78 -0.16
C -1.03 0.68 0.78
C -2.07 0.31 1.86
H 0.85 -2.39 2.15
H 1.90 -1.13 2.36
H 0.13 -0.77 2.52
H 0.72 -2.01 -0.08
H 1.71 -0.55 0.16
H -0.57 -0.36 -0.93
H -0.85 2.06 -0.97
H -1.91 2.62 0.41
H -2.43 1.44 -0.69
H -0.19 1.18 1.28
H -1.69 0.60 2.83
H -2.36 -0.73 1.69
H -3.01 0.83 1.66
H 4.01 -0.92 -6.09
H 3.68 0.55 -5.71
O 3.44 -0.35 -5.58
*
```

Summary:
lowest unoccupied orbital energy = 1.00 eV
gap between HOMO and LUMO = 0.3394 Eh
total energy = -329.45548 Eh
SMILES string = CCNC(C)C.O
relative energy (zero: lowest compared OMol25 entry of this formula, charge and spin) = 136.9 kJ/mol
maximum force = 0.04072 Eh/bohr

ORCA calculation (ωB97M-V/def2-TZVPD) on a cluster of 2 separate species, C5H15NO in total in a non-equilibrium geometry.

Geometry as ORCA input:
```
! wB97M-V def2-TZVPD RIJCOSX def2/J DEFGRID3
* xyz 0 1
C 2.20 0.39 0.66
N 0.80 0.69 0.33
C -2.49 -1.01 -0.84
C -1.33 -0.03 -0.64
C -0.13 -0.46 0.18
C 0.54 -1.68 -0.48
H 2.65 -0.35 0.00
H 2.33 0.03 1.68
H 2.77 1.31 0.52
H 0.85 1.04 -0.63
H -2.06 -2.01 -0.97
H -3.03 -0.75 -1.74
H -3.07 -1.19 0.07
H -0.85 0.24 -1.61
H -1.79 0.96 -0.51
H -0.46 -0.65 1.21
H 1.07 -2.33 0.21
H -0.10 -2.36 -1.03
H 1.27 -1.32 -1.22
H 0.27 2.57 1.11
H 0.61 3.79 1.89
O -0.06 3.13 1.83
*
```

Summary:
lowest unoccupied orbital energy = 0.94 eV
gap between HOMO and LUMO = 0.3811 Eh
total energy = -329.46674 Eh
SMILES string = CC[C@@H](C)NC.O
relative energy (zero: lowest compared OMol25 entry of this formula, charge and spin) = 107.3 kJ/mol
maximum force = 0.04137 Eh/bohr

ORCA calculation (ωB97M-V/def2-TZVPD) on a cluster of 2 separate species, C5H15NO in total in a non-equilibrium geometry.

Geometry as ORCA input:
```
! wB97M-V def2-TZVPD RIJCOSX def2/J DEFGRID3
* xyz 0 1
C -0.42 0.89 1.95
C -0.40 -0.49 2.59
C -0.59 0.94 0.37
N 0.69 1.12 -0.35
C 1.47 -0.10 -0.30
C 0.34 1.35 -1.78
H 0.45 1.53 2.12
H -1.35 1.42 2.14
H 0.49 -0.56 3.22
H -1.36 -0.81 3.00
H -0.12 -1.24 1.85
H -1.11 1.88 0.21
H -1.16 0.07 0.01
H 1.05 -0.89 -0.99
H 1.44 -0.72 0.59
H 2.44 0.16 -0.71
H -0.28 0.52 -2.12
H -0.19 2.26 -2.09
H 1.33 1.36 -2.25
H -0.23 -3.44 -1.93
H -0.70 -1.96 -2.13
O -0.99 -2.87 -1.96
*
```

Summary:
lowest unoccupied orbital energy = 0.85 eV
gap between HOMO and LUMO = 0.3603 Eh
total energy = -329.43662 Eh
SMILES string = CCCN(C)C.O
relative energy (zero: lowest compared OMol25 entry of this formula, charge and spin) = 186.4 kJ/mol
maximum force = 0.05132 Eh/bohr

ORCA calculation (ωB97M-V/def2-TZVPD) on a cluster of 2 separate species, C5H15NO in total in a non-equilibrium geometry.

Geometry as ORCA input:
```
! wB97M-V def2-TZVPD RIJCOSX def2/J DEFGRID3
* xyz 0 1
C 0.17 2.04 -1.15
C -0.34 1.59 0.24
N -0.11 0.16 0.46
C 2.32 -0.14 1.18
C 1.27 -0.22 0.03
C 1.34 -1.57 -0.77
H 0.08 3.15 -1.34
H 1.27 2.04 -1.24
H -0.27 1.39 -1.93
H -1.44 1.74 0.28
H 0.16 2.18 1.09
H -0.55 -0.31 1.32
H 2.23 0.83 1.64
H 3.28 -0.13 0.87
H 2.25 -0.97 1.89
H 1.58 0.44 -0.82
H 2.29 -1.82 -1.40
H 0.59 -1.36 -1.56
H 1.01 -2.45 -0.27
H -4.43 -1.32 -0.65
H -3.13 -1.55 0.24
O -4.09 -1.65 0.18
*
```

Summary:
lowest unoccupied orbital energy = 0.84 eV
gap between HOMO and LUMO = 0.3451 Eh
total energy = -329.43442 Eh
SMILES string = CCNC(C)C.O
relative energy (zero: lowest compared OMol25 entry of this formula, charge and spin) = 192.2 kJ/mol
maximum force = 0.06676 Eh/bohr

ORCA calculation (ωB97M-V/def2-TZVPD) on a cluster of 2 separate species, C5H15NO in total in a non-equilibrium geometry.

Geometry as ORCA input:
```
! wB97M-V def2-TZVPD RIJCOSX def2/J DEFGRID3
* xyz 0 1
C 1.11 0.36 0.99
C 0.35 0.37 -0.34
C 0.40 1.75 -0.99
C -1.15 0.03 -0.05
C -1.41 -1.15 0.85
N 0.46 1.19 2.02
H 1.28 -0.65 1.32
H 2.12 0.76 0.84
H 0.68 -0.34 -1.08
H 1.28 1.95 -1.58
H -0.45 1.86 -1.67
H 0.24 2.55 -0.27
H -1.49 -0.15 -1.09
H -1.71 0.91 0.24
H -0.98 -2.09 0.50
H -1.16 -0.97 1.89
H -2.49 -1.36 0.82
H 0.52 2.15 1.69
H 1.01 1.13 2.85
H -0.30 -1.57 -2.49
H -0.09 -2.67 -1.44
O 0.32 -2.25 -2.20
*
```

Summary:
lowest unoccupied orbital energy = 0.92 eV
gap between HOMO and LUMO = 0.3767 Eh
total energy = -329.47929 Eh
SMILES string = CC[C@@H](C)CN.O
relative energy (zero: lowest compared OMol25 entry of this formula, charge and spin) = 74.3 kJ/mol
maximum force = 0.03795 Eh/bohr